1.
{
  "formula": "C4H8O",
  "method": "ωB97M-V/def2-TZVPD",
  "symbols": ["C", "C", "O", "C", "C", "H", "H", "H", "H", "H", "H", "H", "H"],
  "coordinates": [[1.02866, -1.19301, 0.02922], [-0.09231, -0.14209, -0.09011], [-1.19148, -0.76972, -0.72731], [0.01230, 1.27929, -0.55353], [-0.61392, 0.98406, 0.78619], [1.81778, -1.02166, -0.71288], [0.57537, -2.15457, -0.25388], [1.48807, -1.32668, 1.01521], [-1.51650, -1.39992, -0.06929], [0.96370, 1.80619, -0.52162], [-0.62830, 1.54062, -1.39093], [-0.14165, 1.39222, 1.67698], [-1.70172, 1.00526, 0.81195]],
  "mulliken_charge": [-1.20, 0.80, -0.58, -0.68, -0.64, 0.27, 0.36, 0.32, 0.34, 0.26, 0.25, 0.28, 0.23],
  "gap_ev": 10.806,
  "e_tot_ev": -6323.81634,
  "homo_ev": -9.7,
  "relative_energy_kj_mol": 130.4,
  "fmax_ev_per_a": 0.44,
  "smiles": "CC1(O)CC1"
}

2.
{
  "formula": "C4H8O",
  "method": "ωB97M-V/def2-TZVPD",
  "symbols": ["C", "C", "C", "C", "O", "H", "H", "H", "H", "H", "H", "H", "H"],
  "coordinates": [[-0.52398, 1.46220, -0.00333], [-0.44467, -0.04383, 0.38963], [-1.50561, -0.85924, -0.27715], [0.98550, -0.59544, 0.26336], [1.90188, -0.00715, -0.35381], [-0.12353, 1.50353, -1.04628], [-1.57691, 1.92127, 0.11383], [0.18184, 1.92126, 0.73943], [-0.58726, -0.25691, 1.52963], [-2.55361, -0.68892, 0.15196], [-1.15278, -2.02250, -0.26882], [-1.66986, -0.52083, -1.39138], [1.19964, -1.58184, 0.76706]],
  "mulliken_charge": [-1.14, 0.60, -1.12, -0.18, -0.50, 0.32, 0.33, 0.29, 0.19, 0.29, 0.30, 0.27, 0.35],
  "gap_ev": 10.727,
  "e_tot_ev": -6323.97571,
  "homo_ev": -9.9,
  "relative_energy_kj_mol": 115.0,
  "fmax_ev_per_a": 3.68,
  "smiles": "CC(C)C=O"
}

3.
{
  "formula": "C4H8O",
  "method": "ωB97M-V/def2-TZVPD",
  "symbols": ["C", "C", "C", "C", "O", "H", "H", "H", "H", "H", "H", "H", "H"],
  "coordinates": [[0.39116, 1.24165, -0.79037], [0.31160, -0.04452, 0.00413], [-1.06081, -0.84501, -0.38856], [0.79054, -0.22247, 1.37934], [1.35290, -0.94207, 0.28158], [0.68615, 2.18690, -0.29597], [0.81801, 1.18919, -1.79846], [-0.67485, 1.04108, -0.83842], [-1.39755, -1.42633, 0.47376], [-0.83019, -1.52980, -1.21494], [-1.98533, -0.30540, -0.73088], [1.51032, 0.41315, 1.90269], [0.08804, -0.75638, 2.01611]],
  "mulliken_charge": [-1.00, 0.98, -1.29, -0.51, -0.47, 0.30, 0.27, 0.32, 0.32, 0.27, 0.38, 0.26, 0.18],
  "gap_ev": 11.179,
  "e_tot_ev": -6322.66799,
  "homo_ev": -10.2,
  "relative_energy_kj_mol": 241.2,
  "fmax_ev_per_a": 3.14,
  "smiles": "CC1(C)CO1"
}

4.
{
  "formula": "C4H8O",
  "method": "ωB97M-V/def2-TZVPD",
  "symbols": ["O", "C", "C", "C", "C", "H", "H", "H", "H", "H", "H", "H", "H"],
  "coordinates": [[-0.47098, 0.41795, -2.34160], [-0.08810, -0.40339, -1.25346], [0.10003, 0.40877, 0.02099], [0.98465, -0.06735, 1.13834], [-0.50356, -0.01283, 1.33148], [-1.29263, 0.85630, -2.09068], [0.85627, -0.86275, -1.56198], [-0.81482, -1.21861, -1.08416], [0.13237, 1.47188, -0.19682], [1.45063, -1.04357, 1.02890], [1.59811, 0.66566, 1.65682], [-1.04586, -0.95649, 1.35447], [-0.90610, 0.74444, 1.99769]],
  "mulliken_charge": [-0.53, -0.56, 0.10, -0.62, -0.63, 0.31, 0.28, 0.28, 0.39, 0.25, 0.25, 0.23, 0.25],
  "gap_ev": 11.202,
  "e_tot_ev": -6323.96333,
  "homo_ev": -10.1,
  "relative_energy_kj_mol": 116.2,
  "fmax_ev_per_a": 0.47,
  "smiles": "OCC1CC1"
}

5.
{
  "formula": "C4H8O2",
  "method": "ωB97M-V/def2-TZVPD",
  "symbols": ["C", "C", "C", "O", "O", "C", "H", "H", "H", "H", "H", "H", "H", "H"],
  "coordinates": [[2.05049, 0.46304, 0.14045], [1.16191, -0.74000, 0.22103], [-0.84710, -1.36373, -0.21417], [0.02469, -0.43312, -0.65216], [-1.99163, -0.81240, 0.08855], [-2.31872, 0.55528, -0.21959], [2.89860, 0.33539, 0.81603], [2.39194, 0.59077, -0.88821], [1.47845, 1.34881, 0.43794], [1.61410, -1.68773, -0.09332], [0.81107, -0.88416, 1.25651], [-3.31939, 0.68437, 0.19085], [-1.62345, 1.27554, 0.22039], [-2.33096, 0.66795, -1.30429]],
  "mulliken_charge": [-1.07, -0.14, -0.30, -0.17, -0.08, -0.56, 0.36, 0.28, 0.26, 0.32, 0.33, 0.25, 0.23, 0.27],
  "gap_ev": 9.690,
  "e_tot_ev": -8369.76495,
  "homo_ev": -8.8,
  "relative_energy_kj_mol": 339.3,
  "fmax_ev_per_a": 1.12
}

6.
{
  "formula": "C4H8O2",
  "method": "ωB97M-V/def2-TZVPD",
  "symbols": ["C", "C", "O", "H", "H", "H", "H", "C", "C", "O", "H", "H", "H", "H"],
  "coordinates": [[-2.51748, -1.16570, -1.11490], [-1.43748, -2.17017, -1.38727], [-0.29881, -2.01105, -1.04322], [-2.71131, -0.69858, -2.08738], [-3.46621, -1.57724, -0.75843], [-2.13173, -0.42625, -0.41862], [-1.73184, -3.06986, -1.97208], [2.03492, 2.08247, 0.84562], [2.01162, 0.94441, 1.80811], [2.19252, -0.19241, 1.45986], [1.22475, 2.79910, 0.95863], [2.96010, 2.63706, 0.98961], [2.02269, 1.67595, -0.16022], [1.84825, 1.17226, 2.88029]],
  "mulliken_charge": [-0.83, 0.15, -0.44, 0.25, 0.30, 0.25, 0.32, -0.87, 0.14, -0.44, 0.29, 0.28, 0.27, 0.33],
  "gap_ev": 10.748,
  "e_tot_ev": -8371.61840,
  "homo_ev": -9.7,
  "relative_energy_kj_mol": 160.5,
  "fmax_ev_per_a": 0.38,
  "smiles": "CC=O.CC=O"
}

7.
{
  "formula": "C4H8O2",
  "method": "ωB97M-V/def2-TZVPD",
  "symbols": ["O", "C", "C", "C", "O", "C", "H", "H", "H", "H", "H", "H", "H", "H"],
  "coordinates": [[-1.60862, 0.83268, -0.67045], [-0.95048, 0.08834, 0.33703], [-0.17781, -1.09753, -0.24715], [1.12157, -0.41962, -0.72710], [1.19670, 0.84862, -0.05483], [0.19138, 0.86169, 0.95168], [-0.98527, 1.50015, -0.98982], [-1.67262, -0.15627, 1.12022], [-0.72003, -1.59915, -1.05222], [0.03600, -1.82762, 0.54158], [1.11214, -0.23652, -1.80813], [2.00758, -1.02533, -0.49653], [0.52836, 0.35428, 1.86887], [-0.10698, 1.88671, 1.19809]],
  "mulliken_charge": [-0.56, 0.07, -0.58, -0.45, -0.40, -0.65, 0.36, 0.39, 0.30, 0.29, 0.28, 0.29, 0.33, 0.34],
  "gap_ev": 10.777,
  "e_tot_ev": -8372.05307,
  "homo_ev": -9.8,
  "relative_energy_kj_mol": 118.5,
  "fmax_ev_per_a": 0.40,
  "smiles": "O[C@H]1CCOC1"
}

8.
{
  "formula": "C4H8O2",
  "method": "ωB97M-V/def2-TZVPD",
  "symbols": ["O", "C", "C", "C", "C", "O", "H", "H", "H", "H", "H", "H", "H", "H"],
  "coordinates": [[-2.46214, -0.62657, -0.32423], [-1.56943, -1.12990, -0.96843], [-0.26304, -0.41856, -1.11126], [0.62282, -0.37885, 0.17172], [0.78409, 1.06597, 0.69976], [1.42666, 1.07878, 1.94966], [-1.81907, -2.11739, -1.40185], [-0.65237, 0.56591, -1.39217], [0.35511, -0.77893, -1.93646], [-0.03921, -0.89151, 0.87692], [1.55781, -0.92185, 0.09625], [1.40827, 1.59050, -0.02135], [-0.23064, 1.46943, 0.73828], [0.88116, 1.49297, 2.62315]],
  "mulliken_charge": [-0.46, -0.16, -0.48, -0.34, -0.57, -0.52, 0.37, 0.29, 0.34, 0.21, 0.39, 0.25, 0.36, 0.32],
  "gap_ev": 10.826,
  "e_tot_ev": -8371.59429,
  "homo_ev": -9.9,
  "relative_energy_kj_mol": 162.8,
  "fmax_ev_per_a": 2.06,
  "smiles": "O=CCCCO"
}

> Which formula does entry 2 have?

C4H8O